1.
C35H38AsMgN2O2S3Sb2 as an isolated structure in a non-equilibrium geometry. Source: the Open Molecules 2025 dataset; level of theory: wB97M-V/def2-TZVPD.

Its net charge is -2. As for the LUMO energy (spin up / spin down): 4.285 / 4.284 eV. Its multiplicity is 2. The value obtained for the relative energy (zero: lowest compared OMol25 entry of this formula, charge and spin) is 35.5 kJ/mol. As for the HOMO-LUMO gap (spin up / spin down): 4.1 / 6.4 eV. For the total energy, the calculation gives -5727.4653 hartree.

Cartesian coordinates (Å):
Mg  -0.413  0.222  -1.558
C  3.934  -3.777  1.388
Sb  2.546  -2.050  1.305
C  2.480  -2.041  3.489
C  4.318  -0.688  1.139
C  4.549  0.034  2.401
C  5.424  -0.531  3.334
C  5.645  0.024  4.583
C  4.985  1.192  4.922
C  4.138  1.788  4.003
C  3.903  1.256  2.731
C  3.025  2.038  1.817
Sb  0.862  1.490  1.740
C  0.324  3.340  0.728
C  0.594  2.612  3.703
H  4.360  -3.953  0.399
H  3.385  -4.669  1.695
H  4.736  -3.585  2.102
H  3.482  -2.061  3.914
H  1.923  -2.917  3.820
H  1.966  -1.140  3.824
H  4.090  -0.042  0.295
H  5.152  -1.347  0.897
H  5.939  -1.448  3.066
H  6.317  -0.454  5.286
H  5.128  1.639  5.900
H  3.633  2.708  4.278
H  3.323  1.968  0.773
H  3.025  3.080  2.140
H  1.028  4.137  0.972
H  -0.676  3.638  1.044
H  0.316  3.175  -0.348
H  1.233  3.493  3.817
H  0.826  1.930  4.528
H  -0.447  2.928  3.819
O  -1.724  0.871  -0.274
N  -2.765  1.615  -0.615
C  -3.270  2.452  0.314
C  -4.354  3.246  0.061
C  -4.952  3.196  -1.202
C  -4.427  2.343  -2.144
C  -3.305  1.531  -1.877
S  -2.630  0.508  -3.036
H  -2.768  2.418  1.270
H  -4.726  3.897  0.839
H  -5.792  3.834  -1.447
H  -4.848  2.268  -3.135
S  -0.444  -2.286  -1.733
C  -2.062  -2.824  -1.341
C  -2.823  -3.443  -2.349
C  -3.996  -4.114  -2.063
C  -4.451  -4.189  -0.753
C  -3.758  -3.515  0.239
C  -2.587  -2.811  -0.030
As  -1.595  -1.896  1.387
C  -3.074  -1.029  2.350
C  -2.780  -0.472  3.597
C  -3.762  0.146  4.357
C  -5.058  0.245  3.868
C  -5.341  -0.220  2.593
C  -4.357  -0.850  1.843
C  -1.558  -3.529  2.523
C  -0.892  -4.626  1.969
C  -0.740  -5.809  2.671
C  -1.229  -5.920  3.967
C  -1.865  -4.832  4.543
C  -2.028  -3.652  3.827
H  -2.452  -3.386  -3.363
H  -4.557  -4.584  -2.864
H  -5.333  -4.770  -0.506
H  -4.132  -3.549  1.258
H  -1.759  -0.526  3.964
H  -3.522  0.555  5.332
H  -5.840  0.692  4.472
H  -6.332  -0.091  2.174
H  -4.588  -1.198  0.843
H  -0.498  -4.533  0.960
H  -0.234  -6.648  2.209
H  -1.105  -6.844  4.519
H  -2.237  -4.903  5.559
H  -2.540  -2.819  4.291
O  0.622  1.432  -2.802
S  1.805  1.478  -1.789
N  1.409  0.611  -0.579

2.
C35H38CuFN6O4P as an isolated structure. Source: the Open Molecules 2025 dataset; level of theory: wB97M-V/def2-TZVPD.

Its net charge is +2. As for the LUMO energy (spin up / spin down): -4.775 / -4.775 eV. Its multiplicity is 2. The value obtained for the relative energy (zero: lowest compared OMol25 entry of this formula, charge and spin) is 11.5 kJ/mol. As for the HOMO-LUMO gap (spin up / spin down): 7.9 / 7.9 eV. For the total energy, the calculation gives -4067.3634 hartree.

Cartesian coordinates (Å):
Cu  1.517  1.241  2.090
C  -3.139  1.955  1.832
C  -3.458  2.060  3.177
C  -2.444  2.013  4.117
C  -1.138  1.835  3.690
N  -0.826  1.751  2.391
C  -1.808  1.818  1.491
C  0.001  1.736  4.657
C  -0.189  1.416  5.989
C  0.913  1.355  6.821
C  2.170  1.589  6.299
C  2.283  1.850  4.943
N  1.219  1.938  4.150
C  3.612  1.924  4.271
C  4.725  2.447  4.910
C  5.946  2.415  4.263
C  6.022  1.855  3.001
C  4.857  1.380  2.425
N  3.667  1.421  3.033
H  -3.902  1.999  1.065
H  -4.486  2.190  3.492
H  -2.669  2.135  5.170
H  -1.502  1.771  0.446
H  -1.175  1.180  6.365
H  0.795  1.092  7.863
H  3.054  1.525  6.922
H  4.633  2.884  5.895
H  6.830  2.815  4.742
H  6.963  1.782  2.473
H  4.880  0.931  1.440
F  0.261  -0.245  -4.647
C  -0.241  -0.854  -3.552
C  0.179  -0.421  -2.332
C  -0.264  -1.033  -1.156
C  0.228  -0.585  0.157
O  0.993  0.417  0.224
C  -0.232  -1.347  1.272
C  -1.126  -2.352  1.071
N  -1.620  -2.726  -0.127
C  -2.568  -3.828  -0.208
C  -3.981  -3.539  -0.621
C  -3.667  -3.904  0.798
C  -1.165  -2.095  -1.275
C  -1.595  -2.515  -2.536
C  -1.140  -1.926  -3.700
N  -1.603  -2.414  -4.949
C  -1.684  -3.859  -5.156
C  -3.003  -4.183  -5.857
N  -3.372  -3.002  -6.728
C  -2.135  -2.382  -7.328
C  -1.348  -1.698  -6.206
C  0.197  -1.141  2.706
O  -0.479  -1.651  3.584
O  1.294  -0.468  2.873
H  0.897  0.385  -2.267
H  -1.480  -2.903  1.934
H  -2.122  -4.759  -0.538
H  -4.485  -4.263  -1.248
H  -4.239  -2.506  -0.821
H  -3.939  -4.886  1.160
H  -3.733  -3.117  1.542
H  -2.312  -3.324  -2.593
H  -1.650  -4.394  -4.217
H  -0.837  -4.214  -5.750
H  -3.817  -4.334  -5.157
H  -2.915  -5.058  -6.495
H  -3.827  -2.304  -6.149
H  -4.031  -3.283  -7.445
H  -2.425  -1.669  -8.092
H  -1.585  -3.187  -7.802
H  -1.681  -0.672  -6.102
H  -0.298  -1.680  -6.497
C  0.945  3.690  -1.203
P  2.352  3.347  -0.159
C  3.400  2.176  -1.040
C  3.292  4.860  -0.065
O  1.926  2.944  1.244
H  1.259  3.844  -2.237
H  0.450  4.589  -0.836
H  0.256  2.849  -1.140
H  3.121  2.147  -2.095
H  3.289  1.179  -0.618
H  4.439  2.501  -0.963
H  3.689  5.144  -1.042
H  4.117  4.688  0.632
H  2.663  5.661  0.327

3.
A 6-piece molecular cluster, C35H38F5NO3P overall. Source: the Open Molecules 2025 dataset; level of theory: wB97M-V/def2-TZVPD.

Its net charge is +1. As for the LUMO energy: -3.099 eV. The value obtained for the relative energy (zero: lowest compared OMol25 entry of this formula, charge and spin) is 0.0 kJ/mol. As for the HOMO-LUMO gap: 7.2 eV. For the total energy, the calculation gives -2477.5150 hartree.

Cartesian coordinates (Å):
C  5.418  0.431  1.911
C  3.917  0.601  2.059
C  3.420  1.448  3.215
N  1.920  1.592  2.904
C  1.740  1.277  1.415
P  0.792  -0.264  1.153
O  1.268  -1.004  -0.002
O  -0.669  0.338  1.192
O  0.805  -1.047  2.559
C  3.179  1.260  0.902
H  5.898  1.348  1.571
H  5.623  -0.373  1.206
H  5.874  0.149  2.861
H  3.479  -0.404  2.165
H  3.533  1.018  4.208
H  3.862  2.444  3.210
H  1.561  2.513  3.148
H  1.405  0.905  3.461
H  1.145  2.056  0.938
H  -1.368  -0.292  1.430
H  1.543  -1.672  2.644
H  3.306  0.826  -0.086
H  3.443  2.321  0.819
F  0.227  -7.563  -0.436
C  -0.286  -6.318  -0.469
C  -1.650  -6.166  -0.620
C  -2.168  -4.879  -0.651
C  -1.326  -3.781  -0.537
C  0.043  -3.962  -0.388
C  0.575  -5.245  -0.351
H  -2.280  -7.040  -0.713
H  -3.234  -4.736  -0.774
H  -1.740  -2.781  -0.579
H  0.692  -3.103  -0.306
H  1.636  -5.422  -0.236
F  7.514  3.908  -0.947
C  6.443  3.542  -1.682
C  6.521  2.431  -2.498
C  5.389  2.066  -3.217
C  4.211  2.795  -3.103
C  4.171  3.908  -2.274
C  5.295  4.296  -1.560
H  7.447  1.876  -2.567
H  5.427  1.197  -3.860
H  3.329  2.491  -3.650
H  3.259  4.482  -2.172
H  5.289  5.154  -0.902
F  -8.587  -2.983  -3.607
C  -7.804  -3.696  -2.768
C  -7.269  -4.887  -3.213
C  -6.461  -5.607  -2.344
C  -6.210  -5.133  -1.064
C  -6.767  -3.931  -0.647
C  -7.573  -3.195  -1.503
H  -7.485  -5.234  -4.214
H  -6.026  -6.542  -2.673
H  -5.584  -5.701  -0.387
H  -6.577  -3.562  0.353
H  -8.016  -2.255  -1.203
F  -9.017  0.875  -1.360
C  -10.255  0.630  -1.857
C  -10.435  -0.487  -2.645
C  -11.707  -0.737  -3.143
C  -12.757  0.124  -2.856
C  -12.538  1.241  -2.062
C  -11.275  1.505  -1.550
H  -9.603  -1.140  -2.860
H  -11.871  -1.611  -3.760
H  -13.745  -0.076  -3.250
H  -13.354  1.915  -1.838
H  -11.080  2.366  -0.925
F  6.509  3.366  2.937
C  7.697  3.998  3.178
C  7.852  4.648  4.383
C  9.055  5.297  4.624
C  10.061  5.288  3.668
C  9.867  4.624  2.464
C  8.675  3.961  2.206
H  7.051  4.645  5.110
H  9.204  5.812  5.564
H  10.994  5.799  3.860
H  10.648  4.619  1.716
H  8.506  3.440  1.275

4.
C35H38FN7O5S2Ti as an isolated structure in a non-equilibrium geometry. Source: the Open Molecules 2025 dataset; level of theory: wB97M-V/def2-TZVPD.

Its net charge is +2. As for the LUMO energy: -5.385 eV. The value obtained for the relative energy (zero: lowest compared OMol25 entry of this formula, charge and spin) is 220.5 kJ/mol. As for the HOMO-LUMO gap: 6.4 eV. For the total energy, the calculation gives -3861.3273 hartree.

Cartesian coordinates (Å):
Ti  -0.410  -0.713  2.160
C  -2.294  0.026  4.788
C  -1.097  0.786  4.357
N  0.063  0.233  4.387
N  1.110  1.162  4.198
C  2.014  0.736  3.351
S  1.951  -0.644  2.280
S  3.440  1.703  3.122
C  3.492  2.750  4.629
C  4.503  3.844  4.373
C  4.041  5.128  4.024
C  4.924  6.150  3.856
C  6.287  5.874  3.840
C  6.778  4.616  4.151
C  5.865  3.595  4.438
C  -1.298  2.115  3.754
C  -1.675  3.235  4.443
C  -1.769  4.436  3.813
C  -1.615  4.514  2.452
C  -1.195  3.388  1.724
C  -1.064  2.159  2.371
O  -0.663  1.022  1.751
H  -2.325  0.182  5.865
H  -2.151  -1.049  4.712
H  -3.286  0.358  4.333
H  3.749  2.099  5.456
H  2.466  3.126  4.803
H  2.976  5.258  3.992
H  4.571  7.141  3.724
H  6.997  6.669  3.642
H  7.833  4.358  4.293
H  6.203  2.581  4.690
H  -1.667  3.186  5.545
H  -2.029  5.327  4.365
H  -1.898  5.413  1.893
H  -1.170  3.301  0.666
F  2.469  -1.381  -3.822
C  1.167  -1.616  -3.517
C  0.763  -1.672  -2.208
C  -0.614  -1.740  -1.945
C  -1.005  -1.647  -0.541
O  -0.083  -1.409  0.317
C  -2.406  -1.761  -0.327
C  -3.243  -1.987  -1.419
N  -2.888  -2.066  -2.680
C  -3.914  -2.557  -3.602
C  -3.699  -3.164  -4.950
C  -4.351  -1.845  -4.902
C  -1.532  -1.826  -2.980
C  -1.098  -1.641  -4.297
C  0.262  -1.469  -4.561
N  0.652  -1.159  -5.911
C  0.937  0.251  -6.144
C  0.782  0.543  -7.625
N  1.851  -0.311  -8.311
C  1.607  -1.795  -7.976
C  1.649  -1.996  -6.476
C  -3.038  -1.729  1.037
O  -4.044  -2.394  1.256
O  -2.424  -1.042  1.913
H  1.340  -1.524  -1.272
H  -4.309  -1.951  -1.233
H  -4.729  -2.934  -3.077
H  -4.333  -3.998  -5.218
H  -2.706  -3.281  -5.452
H  -5.405  -1.765  -5.026
H  -3.769  -1.000  -5.221
H  -1.827  -1.465  -5.063
H  1.926  0.593  -5.838
H  0.276  0.959  -5.665
H  1.126  1.587  -7.774
H  -0.146  0.293  -8.097
H  2.760  -0.055  -7.925
H  1.692  -0.249  -9.346
H  2.368  -2.297  -8.536
H  0.605  -1.934  -8.359
H  2.648  -1.956  -6.118
H  1.460  -3.036  -6.317
C  -2.946  -4.392  4.854
N  -2.273  -3.523  3.902
C  -0.975  -3.290  3.887
N  -0.113  -3.925  4.681
O  -0.512  -2.508  2.968
H  -4.005  -4.300  4.801
H  -2.677  -4.170  5.893
H  -2.574  -5.422  4.663
H  -2.849  -2.983  3.234
H  -0.326  -4.538  5.498
H  0.815  -3.590  4.587

5.
C35H38N3O3OsPSSi as an isolated structure in a non-equilibrium geometry. Source: the Open Molecules 2025 dataset; level of theory: wB97M-V/def2-TZVPD.

Its net charge is +2. As for the LUMO energy (spin up / spin down): -7.180 / -7.535 eV. The value obtained for the relative energy (zero: lowest compared OMol25 entry of this formula, charge and spin) is 108.7 kJ/mol. As for the HOMO-LUMO gap (spin up / spin down): 6.6 / 6.4 eV. For the total energy, the calculation gives -2865.7675 hartree.

Cartesian coordinates (Å):
Os  0.153  0.833  -0.682
O  -1.586  4.478  -0.023
C  -1.303  3.468  -0.585
O  -0.181  2.764  -0.343
C  -2.158  2.820  -1.661
P  -2.104  1.043  -1.350
C  -3.246  0.716  0.012
C  -3.419  -0.607  0.429
C  -4.374  -0.921  1.381
C  -5.151  0.088  1.941
C  -4.954  1.407  1.561
C  -4.003  1.726  0.598
C  -2.803  0.191  -2.763
C  -2.761  -1.201  -2.832
C  -3.400  -1.866  -3.865
C  -4.080  -1.141  -4.838
C  -4.110  0.243  -4.783
C  -3.472  0.914  -3.749
H  -1.669  3.014  -2.619
H  -3.164  3.230  -1.681
H  -2.812  -1.403  0.007
H  -4.522  -1.952  1.678
H  -5.905  -0.156  2.678
H  -5.550  2.195  2.002
H  -3.861  2.765  0.329
H  -2.229  -1.770  -2.078
H  -3.374  -2.947  -3.912
H  -4.587  -1.659  -5.642
H  -4.637  0.807  -5.541
H  -3.510  1.995  -3.719
C  0.934  -0.111  -3.238
Si  1.031  -1.692  -2.262
C  2.746  -2.201  -1.923
C  0.028  -3.004  -3.079
N  0.344  -1.080  -0.666
C  0.184  -1.776  0.489
C  0.328  -3.182  0.590
C  0.189  -3.797  1.801
C  -0.092  -3.028  2.947
C  -0.249  -1.655  2.885
C  -0.124  -1.035  1.653
O  -0.189  0.312  1.452
C  -0.715  1.225  2.443
C  -1.901  0.950  3.084
C  -2.388  1.891  3.980
C  -1.692  3.070  4.207
C  -0.513  3.323  3.521
C  -0.014  2.394  2.618
H  1.450  -0.253  -4.194
H  1.456  0.749  -2.771
H  -0.095  0.164  -3.484
H  3.252  -2.383  -2.877
H  2.795  -3.125  -1.340
H  3.285  -1.420  -1.393
H  0.692  -3.571  -3.739
H  -0.750  -2.563  -3.698
H  -0.439  -3.718  -2.397
H  0.552  -3.760  -0.297
H  0.304  -4.868  1.882
H  -0.184  -3.520  3.907
H  -0.445  -1.076  3.774
H  -2.447  0.039  2.886
H  -3.323  1.701  4.491
H  -2.081  3.800  4.905
H  0.022  4.250  3.682
H  0.878  2.583  2.037
C  6.437  1.965  2.920
C  5.802  1.157  1.840
C  6.375  0.090  1.207
C  5.639  -0.571  0.219
N  4.411  -0.178  -0.136
C  3.877  0.881  0.448
S  2.435  1.697  -0.027
N  4.553  1.506  1.450
C  6.197  -1.744  -0.518
H  7.446  1.613  3.118
H  5.855  1.894  3.841
H  6.482  3.017  2.633
H  7.374  -0.226  1.468
H  4.101  2.312  1.868
H  7.204  -1.990  -0.194
H  6.204  -1.523  -1.586
H  5.547  -2.609  -0.376

> Among the records above, which one has the lowest relative energy (zero: lowest compared OMol25 entry of this formula, charge and spin)?

C35H38F5NO3P